a) {"formula": "C3H4FNO", "method": "ωB97M-V/def2-TZVPD", "symbols": ["C", "N", "H", "H", "O", "H", "F", "C", "H", "C"], "positions_angstrom": [[0.63, -0.17, -0.79], [-1.04, 0.32, 0.85], [0.31, 1.58, 0.05], [0.84, -2.27, -0.06], [-0.55, -1.12, 0.94], [-1.05, 1.22, -1.10], [-0.50, 0.91, 2.03], [0.38, -1.26, -0.07], [1.24, -0.05, -1.55], [-0.25, 0.85, -0.31]], "smiles": "FN1CC=CO1", "e_homo_ev": -9.20}



b) {"formula": "C3H4FNO", "method": "ωB97M-V/def2-TZVPD", "symbols": ["F", "C", "H", "O", "H", "H", "C", "C", "H", "N"], "positions_angstrom": [[-2.12, -1.24, 0.05], [1.86, -0.03, 0.02], [0.32, -1.37, -0.12], [2.74, -0.88, -0.04], [-0.29, 1.54, 0.11], [2.04, 1.05, 0.18], [-1.82, 0.09, -0.05], [-0.56, 0.49, -0.02], [-2.70, 0.74, -0.15], [0.52, -0.39, 0.02]], "smiles": "O=CN/C=C\\F", "e_homo_ev": -9.14}



c) {"formula": "C3H4FNO", "method": "ωB97M-V/def2-TZVPD", "symbols": ["F", "C", "N", "H", "C", "O", "H", "C", "H", "H"], "positions_angstrom": [[-1.08, 1.30, -0.07], [-2.19, -0.82, 0.11], [1.28, 0.41, 0.15], [-2.25, -1.92, -0.03], [0.35, -0.50, -0.07], [2.48, -0.35, -0.05], [3.13, 0.43, 0.25], [-1.04, -0.09, -0.07], [0.58, -1.53, -0.23], [-3.20, -0.27, 0.15]], "smiles": "C=C(F)/C=N/O", "e_homo_ev": -9.28}



d) {"formula": "C3H4FNO", "method": "ωB97M-V/def2-TZVPD", "symbols": ["H", "H", "H", "O", "H", "C", "C", "C", "F", "N"], "positions_angstrom": [[-1.93, -0.61, 0.19], [-0.11, 1.57, 0.87], [0.51, -1.68, -1.08], [-0.86, 1.05, 1.12], [0.36, -1.38, 0.86], [0.52, -0.96, -0.15], [-1.05, 0.17, 0.05], [1.47, 0.05, -0.34], [-1.07, 0.83, -1.16], [2.16, 0.96, -0.36]], "e_homo_ev": -10.32}



Most stable pick: b). Distance to second place: 30.5 kcal/mol.



a) {"formula": "C4H10N3O2", "method": "ωB97M-V/def2-TZVPD", "symbols": ["N", "H", "H", "O", "O", "H", "C", "C", "H", "H", "C", "H", "H", "H", "C", "N", "H", "H", "N"], "positions_angstrom": [[-0.68, 0.00, -0.04], [2.46, -0.06, -1.09], [-3.52, 0.72, -1.27], [-2.73, -0.82, 0.28], [0.03, 1.03, -0.65], [-3.54, -0.58, 0.65], [-2.01, 0.14, -0.23], [2.87, 0.70, -0.50], [-2.22, 1.96, -1.02], [1.01, 0.83, -0.50], [2.86, 0.63, 0.81], [3.37, 1.51, -1.12], [2.34, -0.21, 1.35], [-1.21, -2.28, 1.25], [0.11, -1.06, 0.13], [-2.53, 0.96, -1.10], [0.32, -2.84, 0.91], [3.41, 1.43, 1.36], [-0.32, -2.07, 0.80]], "e_homo_ev": -13.21, "total_charge": 1}



b) {"formula": "C4H10N3O2", "method": "ωB97M-V/def2-TZVPD", "symbols": ["H", "C", "H", "C", "N", "H", "C", "H", "H", "N", "H", "C", "H", "H", "N", "O", "O", "H", "H"], "positions_angstrom": [[2.73, 2.10, -0.69], [1.43, 0.61, -0.29], [-0.97, -1.65, -0.62], [-2.44, 0.49, 1.04], [-0.01, -1.26, 1.28], [0.74, -1.28, -2.50], [-1.52, 0.42, 0.11], [0.52, -2.13, 1.25], [-0.77, -1.37, 1.94], [2.13, 1.39, -1.08], [-1.38, 1.15, -0.67], [-0.49, -0.87, -0.02], [-2.58, -0.27, 1.78], [0.95, 0.04, 1.46], [0.67, -0.38, -0.79], [1.52, 0.76, 0.99], [0.55, -0.39, -2.18], [-3.11, 1.33, 1.09], [2.02, 1.33, -2.08]], "smiles": "C=C[C@H](N)/[N+](O)=C(/N)O", "e_homo_ev": -14.27, "total_charge": 1}



c) {"formula": "C4H10N3O2", "method": "ωB97M-V/def2-TZVPD", "symbols": ["H", "C", "H", "H", "H", "H", "H", "C", "C", "N", "O", "H", "H", "O", "C", "N", "H", "N", "H"], "positions_angstrom": [[-1.53, 1.50, 0.19], [0.40, -2.08, 0.39], [-0.32, 3.37, 0.76], [-0.04, -2.60, 1.19], [-2.07, -1.70, 0.42], [-2.35, -0.08, 0.02], [1.39, -1.80, 0.66], [-1.79, -0.98, -0.31], [0.20, 0.29, 0.17], [-0.49, 1.42, 0.15], [3.31, -0.69, -0.44], [-2.01, -1.45, -1.32], [0.47, -2.69, -0.46], [1.50, 0.41, 0.19], [0.14, 2.74, 0.04], [2.21, -0.53, -0.71], [1.32, 2.74, 0.08], [-0.38, -0.89, 0.04], [0.04, 3.04, -1.06]], "smiles": "CNC(ON=O)=[N+](C)C", "e_homo_ev": -14.22, "total_charge": 1}



Most stable pick: b). Distance to second place: 52.5 kcal/mol.



a) {"formula": "C2H9N3O", "method": "ωB97M-V/def2-TZVPD", "symbols": ["H", "C", "H", "C", "H", "N", "N", "O", "H", "H", "H", "H", "H", "N", "H"], "positions_angstrom": [[-0.08, 0.26, 3.12], [1.04, 0.03, -2.71], [-1.14, 2.13, 2.22], [-0.42, 0.23, 2.08], [2.67, -0.73, -3.76], [1.72, -0.91, -3.47], [-1.57, -0.70, 2.03], [0.87, 1.17, -3.06], [-2.43, -0.31, 2.39], [1.56, -1.88, -3.24], [-1.17, 1.42, 0.66], [0.67, -0.38, -1.75], [0.35, -0.27, 1.49], [-0.70, 1.53, 1.56], [-1.35, -1.60, 2.44]], "smiles": "NC=O.NCN", "e_homo_ev": -9.12}



b) {"formula": "C2H9N3O", "method": "ωB97M-V/def2-TZVPD", "symbols": ["C", "C", "H", "H", "H", "O", "H", "H", "H", "H", "N", "N", "H", "H", "N"], "positions_angstrom": [[0.59, -0.16, -0.02], [-0.16, 1.91, -1.12], [0.34, 2.86, -0.91], [-2.13, -2.25, 2.85], [0.25, -1.86, 0.60], [-1.61, -2.24, 2.04], [0.38, 1.54, -1.99], [1.81, 0.22, -1.60], [-1.12, -1.39, 2.07], [-0.65, 1.10, 0.79], [-0.23, 0.90, -0.10], [1.26, -0.54, -1.20], [1.89, -1.28, -0.91], [-1.16, 2.15, -1.51], [0.52, -0.96, 1.01]], "smiles": "[H]/N=C(\\N)NC.O", "e_homo_ev": -8.40}



Most stable pick: a). Distance to second place: 5.8 kcal/mol.



a) {"formula": "C2H9N3O", "method": "ωB97M-V/def2-TZVPD", "symbols": ["N", "O", "N", "C", "C", "H", "H", "H", "H", "H", "H", "H", "N", "H", "H"], "positions_angstrom": [[-1.68, -0.87, 0.27], [0.97, 1.42, 0.07], [-1.60, 1.46, -0.02], [1.15, -0.98, 0.47], [0.35, 0.24, 0.39], [2.19, -0.65, 0.53], [1.82, 0.54, -2.25], [-2.52, -0.91, 0.91], [1.26, -1.38, -0.52], [0.21, 2.08, -0.03], [-2.62, 1.24, -0.10], [0.90, -1.74, 1.24], [-0.95, 0.28, 0.37], [1.58, 0.97, -1.60], [-1.06, -1.70, 0.28]], "e_homo_ev": -7.30}



b) {"formula": "C2H9N3O", "method": "ωB97M-V/def2-TZVPD", "symbols": ["H", "N", "O", "N", "H", "H", "C", "N", "H", "C", "H", "H", "H", "H", "H"], "positions_angstrom": [[2.75, 1.72, -0.64], [-2.07, -1.32, 0.91], [4.33, -0.11, 0.23], [-1.80, -0.55, -1.38], [-1.94, -1.55, -1.81], [-1.08, -1.15, 0.84], [3.86, 0.83, 0.90], [2.78, 1.64, 0.37], [2.35, 2.36, 0.89], [-2.70, -0.52, -0.16], [-2.13, 0.17, -1.96], [4.30, 1.12, 1.83], [-2.03, -2.20, 0.43], [-3.69, -0.98, -0.40], [-2.92, 0.52, -0.05]], "smiles": "NC=O.NCN", "e_homo_ev": -9.67}



Most stable pick: b). Distance to second place: 81.7 kcal/mol.